Molecular formula: C24H29BF32NO4
Method: DFT, ωB97M-V with the def2-TZVPD basis set

The LUMO energy comes out at 2.01 eV. The net charge is -1. As for the HOMO energy: -0.1619 Ha. Its energy is -4508.23098 hartree.

Structure (XYZ):
```
91
Properties=species:S:1:pos:R:3:forces:R:3
C 0.6663 -3.3621 -2.7703 -0.13 0.34 0.10
C 0.6685 -1.8171 -2.9377 -0.20 -0.25 -0.03
B -0.6801 -1.0757 -2.3183 0.19 -0.14 -0.26
C -1.9252 -1.0035 -3.4060 -0.04 0.19 0.33
N -2.8770 -2.1373 -3.2809 -0.19 -0.05 -0.48
C -4.2714 -1.7985 -3.0303 -0.07 -0.32 0.08
H 1.6487 -3.8249 -2.9790 -0.43 0.04 -0.07
H -0.1031 -3.8047 -3.4369 0.40 0.13 0.36
H 0.3865 -3.6076 -1.7234 0.14 0.00 -0.56
H 1.5889 -1.3993 -2.4819 -0.22 -0.23 -0.43
H 0.7190 -1.5806 -4.0208 0.19 -0.02 0.37
H -0.3679 0.0585 -1.9228 -0.03 0.04 -0.02
H -1.1026 -1.7366 -1.3466 0.09 0.10 0.13
H -1.5468 -0.9821 -4.4519 -0.19 0.15 0.35
H -2.4805 -0.0562 -3.2331 0.15 -0.35 -0.18
H -2.5417 -2.7658 -2.5570 -0.08 0.31 -0.08
H -4.4777 -1.7700 -1.9484 -0.18 0.16 -0.25
H -4.9703 -2.5381 -3.4823 0.31 0.29 0.18
H -4.5438 -0.8107 -3.4416 0.28 -0.38 0.10
C -7.5115 -2.6023 1.1503 -0.40 -0.54 -0.23
C -6.5562 -1.5484 0.5848 -0.09 0.34 0.20
C -5.0592 -1.8258 0.7319 0.46 0.02 -0.09
F -4.7182 -1.9055 2.0410 -0.16 -0.06 0.02
F -4.3567 -0.8124 0.1960 -0.13 0.19 0.06
F -6.8546 -0.3289 1.0988 0.07 -0.07 0.00
F -6.8041 -1.4991 -0.7537 0.04 -0.07 0.10
O -8.0733 -2.3808 2.4331 0.32 0.46 0.27
C -7.4560 -2.7727 3.5887 -0.02 -0.10 -0.19
C -7.1034 -1.5789 4.4973 0.00 0.09 0.12
F -6.2911 -0.6935 3.8779 -0.07 -0.26 -0.04
F -6.4634 -2.0446 5.5932 -0.05 0.02 -0.08
F -6.3877 -3.5570 3.3586 -0.13 0.09 0.08
F -8.3548 -3.5045 4.3003 0.11 -0.02 -0.10
H -8.3753 -2.5700 0.4877 0.03 -0.01 0.00
H -7.0779 -3.6002 1.0684 0.12 0.08 0.06
H -4.7736 -2.7521 0.2265 -0.08 -0.02 0.01
H -8.0178 -1.0628 4.7967 -0.01 -0.05 0.00
C 2.1384 -1.1898 0.2761 -0.69 -0.02 -0.19
C 3.0587 -0.0063 0.5899 0.07 -0.19 0.10
C 3.8594 0.6026 -0.5617 -0.14 0.11 -0.16
F 4.7348 -0.2859 -1.0833 0.08 -0.08 0.05
F 4.5887 1.6458 -0.0818 -0.07 0.05 0.12
F 3.8991 -0.3018 1.6104 0.02 0.00 0.00
F 2.2438 1.0088 1.0081 0.03 -0.02 0.00
O 2.6247 -2.4910 0.5620 1.03 0.00 0.14
C 3.3560 -3.2179 -0.3458 -0.96 0.44 -0.17
C 4.7200 -3.6367 0.2176 -0.06 -0.06 0.10
F 5.4437 -2.5527 0.5724 -0.04 0.00 -0.07
F 5.4064 -4.3071 -0.7393 -0.02 0.01 0.05
F 3.5006 -2.5821 -1.5228 0.21 -0.10 0.25
F 2.6547 -4.3493 -0.5856 0.35 -0.26 0.03
H 1.2995 -1.0673 0.9600 0.00 -0.02 -0.04
H 1.7248 -1.1268 -0.7338 0.09 0.10 0.11
H 3.1994 0.9685 -1.3502 -0.04 -0.05 0.00
H 4.5833 -4.2820 1.0874 0.02 0.01 -0.01
C 7.4973 1.3984 -1.4255 -0.27 -0.50 0.25
C 7.2228 2.4991 -2.4554 0.09 0.18 0.12
C 7.6769 2.2545 -3.8971 -0.09 0.00 -0.04
F 9.0178 2.1135 -3.9697 0.00 0.02 0.01
F 7.3259 3.3239 -4.6476 0.04 -0.01 -0.02
F 7.7013 3.6857 -2.0199 -0.01 -0.07 -0.03
F 5.8630 2.6078 -2.5416 0.05 -0.06 -0.01
O 8.6327 1.5579 -0.5888 0.44 0.41 -0.30
C 9.8807 1.1287 -0.9414 -0.25 -0.20 0.13
C 10.8894 2.2863 -1.0195 0.02 0.02 0.01
F 10.5003 3.2067 -1.9224 0.01 -0.07 0.00
F 12.0921 1.7927 -1.4053 -0.07 0.04 0.03
F 9.8852 0.3988 -2.0743 -0.02 0.11 0.13
F 10.3326 0.3249 0.0591 -0.04 -0.02 -0.14
H 6.6579 1.4384 -0.7366 0.07 0.06 -0.03
H 7.4689 0.4086 -1.8843 0.11 0.09 -0.13
H 7.1934 1.3632 -4.3044 0.02 -0.01 0.01
H 10.9870 2.7566 -0.0391 -0.01 -0.01 -0.01
C -3.3276 2.5295 2.3634 0.24 -0.28 -0.44
C -3.7595 2.3182 3.8193 0.10 0.20 0.14
C -5.2601 2.2789 4.1223 -0.06 0.01 0.01
F -5.8486 3.4544 3.8083 0.04 0.06 0.01
F -5.4294 2.0722 5.4512 -0.01 0.00 -0.01
F -3.1543 3.2229 4.6226 -0.06 -0.04 -0.03
F -3.3065 1.0801 4.1772 0.00 0.01 -0.08
O -2.9505 3.8430 1.9796 -0.29 0.37 0.46
C -3.8427 4.7699 1.5169 0.09 -0.22 -0.21
C -3.8921 6.0197 2.4122 0.02 0.06 0.01
F -4.2447 5.7045 3.6733 -0.04 -0.05 -0.03
F -4.8176 6.8788 1.9168 0.07 -0.07 0.02
F -5.0755 4.2615 1.3180 0.18 0.03 0.08
F -3.3887 5.2119 0.3155 -0.10 -0.10 0.05
H -2.4074 1.9551 2.2626 -0.02 0.01 0.00
H -4.0442 2.0969 1.6688 -0.19 0.02 0.03
H -5.7524 1.4743 3.5775 0.05 -0.01 -0.07
H -2.9143 6.5049 2.4198 -0.01 -0.01 -0.01
```
Forces are in eV/Å.

Löwdin atomic charge list, values in e, 4 entries: -0.1661 -0.2965 -0.5265 -0.2641